Formula: C26H40I2N2O10S4
Source: OMol25
Level of theory: ωB97M-V/def2-TZVPD

The geometry in ORCA input format:
```
! wB97M-V def2-TZVPD RIJCOSX def2/J DEFGRID3
* xyz 2 1
C 3.337 0.118 4.060
C 3.471 0.315 2.525
C 3.299 -1.075 1.866
O 2.489 -1.071 0.674
C 3.141 -0.559 -0.404
O 4.299 -0.219 -0.395
C 2.370 -0.463 -1.732
S 1.063 0.815 -1.722
N 0.120 0.490 -0.276
C 0.467 1.182 0.820
C -0.187 0.974 2.002
C -1.225 0.033 2.075
C -1.885 -0.192 3.400
C -2.702 -1.302 3.659
C -3.246 -1.467 4.896
N -3.042 -0.604 5.905
C -3.661 -0.930 7.207
I -2.162 -1.234 8.746
C -4.736 0.068 7.667
C -4.223 1.464 8.143
I -6.342 0.224 6.219
C -2.272 0.454 5.670
C -1.688 0.703 4.454
C -1.583 -0.640 0.906
C -0.882 -0.378 -0.243
O 4.772 0.867 2.302
C 4.712 2.138 1.801
O 4.083 2.448 0.816
C 5.540 3.170 2.575
S 4.457 4.490 3.216
H 4.183 -0.476 4.423
H 3.333 1.111 4.525
H 2.377 -0.365 4.291
H 2.707 1.034 2.210
H 4.268 -1.567 1.730
H 2.755 -1.682 2.598
H 3.082 -0.198 -2.522
H 1.970 -1.449 -2.013
H 1.292 1.891 0.772
H 0.157 1.559 2.846
H -2.880 -2.015 2.860
H -3.849 -2.354 5.075
H -4.146 -1.903 7.110
H -5.207 -0.393 8.541
H -4.629 2.242 7.489
H -4.569 1.622 9.170
H -3.132 1.546 8.177
H -2.069 1.156 6.473
H -1.086 1.599 4.371
H -2.403 -1.350 0.924
H -1.180 -0.914 -1.142
H 6.334 3.603 1.959
H 5.991 2.668 3.436
H 3.562 4.643 2.212
O -0.561 1.049 -6.808
S 0.832 0.722 -6.754
O 1.426 0.171 -5.567
O 1.675 1.986 -7.224
C 1.437 3.248 -6.574
C 2.121 3.328 -5.222
C 1.224 -0.319 -8.117
H 0.366 3.435 -6.488
H 1.846 4.011 -7.234
H 1.664 2.639 -4.510
H 2.044 4.337 -4.817
H 3.174 3.059 -5.307
H 0.824 0.127 -9.024
H 0.761 -1.288 -7.937
H 2.304 -0.426 -8.179
O -1.391 -4.625 -5.769
S -2.647 -4.051 -5.398
O -3.460 -3.370 -6.351
O -2.411 -3.084 -4.139
C -1.391 -2.081 -4.261
C -1.853 -0.885 -5.068
C -3.623 -5.265 -4.575
H -0.482 -2.515 -4.684
H -1.152 -1.763 -3.242
H -2.004 -1.151 -6.112
H -1.116 -0.089 -5.029
H -2.805 -0.507 -4.690
H -3.019 -5.739 -3.806
H -3.930 -5.997 -5.319
H -4.496 -4.780 -4.144
*
```

The total energy is -110591.6133 eV. The LUMO energy comes out at -8.01 eV. The maximum force is 1.98 eV/Å.

---

Formula: C26H41BrN6P2Ru
Source: OMol25
Level of theory: ωB97M-V/def2-TZVPD

The geometry in ORCA input format:
```
! wB97M-V def2-TZVPD RIJCOSX def2/J DEFGRID3
* xyz 4 5
C -0.871 7.083 -3.260
C -1.041 5.699 -3.446
C -1.338 5.236 -4.751
C -1.438 6.169 -5.798
N -1.278 7.473 -5.576
C -0.988 7.944 -4.364
C -0.951 4.793 -2.326
C -1.080 3.966 -1.435
C -1.174 2.853 -0.603
C 0.018 2.577 0.076
C 0.422 1.201 0.072
C -0.738 0.293 0.170
C -2.018 0.648 -0.202
C -2.236 1.941 -0.680
Ru 0.214 0.468 1.900
P 1.923 -0.939 1.587
H -1.504 4.177 -4.960
H -0.665 7.498 -2.270
H -1.645 5.838 -6.821
H -0.837 9.020 -4.246
H -3.177 2.231 -1.162
H 0.770 3.364 0.201
H -2.824 -0.079 -0.104
H 1.388 0.911 -0.342
C 1.964 -2.469 2.629
C 2.722 -3.696 2.112
H 0.908 -2.724 2.793
H 2.362 -2.136 3.599
H 2.740 -4.450 2.911
H 2.218 -4.165 1.255
H 3.768 -3.494 1.840
C 2.105 -1.499 -0.151
C 3.058 -0.727 -1.073
H 1.088 -1.442 -0.564
H 2.364 -2.565 -0.110
H 2.793 -0.963 -2.114
H 2.970 0.360 -0.961
H 4.114 -1.001 -0.939
C 3.521 -0.167 2.073
C 4.798 -0.990 1.893
H 3.385 0.084 3.137
H 3.580 0.789 1.531
H 5.656 -0.339 2.104
H 4.852 -1.828 2.598
H 4.930 -1.376 0.874
Br -1.255 -1.627 1.857
P -2.635 -3.365 -1.305
C -0.850 -3.507 -0.918
C -0.334 -4.915 -1.233
H -0.707 -3.232 0.145
H -0.316 -2.759 -1.524
H 0.743 -4.899 -1.427
H -0.519 -5.615 -0.411
H -0.828 -5.304 -2.131
C -3.571 -3.433 0.268
C -4.992 -3.997 0.130
H -3.607 -2.426 0.706
H -2.988 -4.077 0.942
H -5.419 -4.137 1.128
H -5.648 -3.314 -0.423
H -4.991 -4.969 -0.379
C -2.910 -1.692 -1.994
C -3.195 -1.708 -3.495
H -2.018 -1.095 -1.775
H -3.761 -1.254 -1.454
H -3.520 -0.716 -3.827
H -2.299 -1.978 -4.065
H -3.991 -2.423 -3.725
N 3.001 1.716 6.400
N 1.945 1.681 5.509
N 1.088 2.712 5.488
C 0.393 2.454 4.362
N 0.837 1.342 3.736
N 1.870 0.856 4.470
H 3.348 0.789 6.587
H 2.699 2.212 7.233
H -0.398 3.113 4.027
*
```

Its energy relative to the best compared isomer or geometry (same formula, charge and spin) is 0.0 kJ/mol. The total energy is -127720.2495 eV. The LUMO energy (spin up / spin down) comes out at -13.35 / -13.62 eV. The expectation value of S² is 6.26. The maximum force is 4.39 eV/Å.